No. 1
116
Properties=species:S:1:pos:R:3:mulliken_spin:R:1 method="wB97M-V/def2-TZVPD" s2=0.7562 charge=+1 multiplicity=2
Hg -0.01115 0.25382 -0.73933 0.431
C -2.05742 -3.33028 -1.09314 0.004
C -0.69388 -4.00756 -1.27813 0.000
C 0.52938 -3.08980 -1.10958 -0.037
N 0.42182 -1.83713 -1.82951 0.040
C 0.37798 -1.85136 -3.14326 0.022
C 0.83476 -2.95819 -3.91009 0.001
C 0.66669 -3.31453 -5.23561 0.001
C -0.13547 -2.74409 -6.21068 -0.003
C -0.86150 -1.57539 -6.04389 0.000
C -0.82395 -0.64760 -5.02061 0.002
C -0.06554 -0.58690 -3.81326 0.005
N 0.16047 0.52754 -3.16188 -0.019
C -0.27004 1.78425 -3.75327 0.008
C -1.68420 2.22825 -3.36387 -0.004
C -1.80774 2.72032 -1.91198 -0.005
N -1.92515 1.64219 -0.94837 0.049
C -3.08815 1.10502 -0.71510 0.012
C -4.28437 1.52192 -1.38054 0.003
C -5.61678 1.38734 -1.05459 0.000
C -6.21744 0.77157 0.03833 -0.002
C -5.55111 -0.01591 0.95695 -0.001
C -4.22517 -0.42323 0.99413 0.004
C -3.08221 -0.06869 0.22642 0.014
N -1.92351 -0.66470 0.37167 0.028
C -1.83842 -1.93197 1.06966 -0.007
C -2.51532 -3.10553 0.35076 0.000
H -2.80964 -3.94586 -1.59003 0.000
H -2.05446 -2.37197 -1.61780 -0.004
H -0.65984 -4.43527 -2.28143 -0.001
H -0.59166 -4.84403 -0.57798 0.000
H 1.43362 -3.65704 -1.37408 0.004
H 0.64196 -2.83564 -0.05166 0.033
H 1.42284 -3.66366 -3.33422 0.000
H 1.19226 -4.21797 -5.52889 0.000
H -0.22478 -3.26308 -7.15592 0.000
H -1.53172 -1.31728 -6.85783 0.000
H -1.46509 0.20880 -5.17860 -0.001
H -0.18616 1.75130 -4.84567 0.002
H 0.41816 2.57065 -3.42144 0.006
H -2.37878 1.39888 -3.51834 0.000
H -1.98422 3.03597 -4.03780 0.000
H -2.64986 3.41725 -1.82848 -0.001
H -0.90804 3.29125 -1.65792 0.025
H -4.11345 2.09016 -2.28417 -0.001
H -6.29667 1.86666 -1.75210 0.000
H -7.28773 0.88210 0.15186 0.000
H -6.16742 -0.43530 1.74656 0.000
H -4.01612 -1.14479 1.77463 0.000
H -2.22427 -1.87448 2.10037 0.004
H -0.77610 -2.16122 1.16468 0.026
H -3.59232 -2.92977 0.34412 -0.001
H -2.34670 -4.01053 0.94490 0.001
N 3.32412 0.26704 3.78575 0.008
C 2.94200 -0.77989 4.75336 0.006
C 3.35818 -2.17877 4.29068 -0.002
C 2.54146 -2.77645 3.14324 -0.001
N 2.88176 -2.12868 1.86823 0.012
C 1.04981 -2.63172 3.42189 0.009
C 0.64236 -1.21250 3.78740 0.003
N 0.80958 -0.27771 2.64116 -0.001
C 1.43828 -0.70656 4.97979 0.001
H 1.78924 0.02664 2.58701 0.008
H 4.24460 0.08704 3.40522 -0.001
H 3.36226 1.16563 4.25328 0.001
H 3.43240 -0.61027 5.71776 0.000
H 3.25423 -2.84504 5.15069 -0.001
H 4.42195 -2.17940 4.03106 0.000
H 2.75834 -3.85107 3.11786 0.000
H 3.88029 -2.20092 1.70831 0.001
H 2.43663 -2.61294 1.09493 0.002
H 0.80408 -3.26209 4.27999 0.000
H 0.46159 -3.00757 2.58170 -0.005
H -0.41788 -1.19748 4.04174 -0.001
H 0.17780 0.57236 2.70200 -0.008
H 0.59238 -0.71874 1.74323 0.078
H 1.17883 -1.33595 5.83388 0.001
H 1.14613 0.31592 5.23657 0.000
C 5.46350 0.93196 -2.00769 0.000
N 5.33424 2.10888 -1.03549 0.021
C 4.63605 3.24674 -1.78773 0.000
N 3.38272 2.82410 -2.28724 0.007
C 3.53879 1.66988 -3.17677 0.035
N 4.19933 0.55221 -2.50767 0.000
C 3.33054 -0.08452 -1.51182 -0.011
P 2.73081 1.08032 -0.17642 0.073
C 4.53964 1.70332 0.17627 0.145
C 2.39426 2.59114 -1.22848 -0.091
H 5.93789 0.11975 -1.45801 -0.004
H 6.11834 1.27394 -2.81104 -0.001
H 6.26907 2.42049 -0.76833 0.003
H 5.30896 3.52952 -2.59882 0.001
H 4.52803 4.07007 -1.08271 -0.006
H 4.13289 1.97052 -4.04209 0.001
H 2.55729 1.33545 -3.50646 -0.012
H 3.88436 -0.89234 -1.02488 0.009
H 2.47174 -0.52838 -2.01019 0.004
H 5.09344 0.90919 0.67812 -0.006
H 4.48418 2.56824 0.83890 -0.012
H 2.37134 3.45832 -0.56324 -0.008
H 1.40820 2.50138 -1.67415 0.067
N -2.11319 3.62836 1.94899 -0.002
C -1.93709 2.32339 2.26076 0.002
N -0.68470 2.01433 2.46120 0.026
C 0.02237 3.19597 2.26532 0.011
C 1.39043 3.45147 2.35044 0.020
C 1.82028 4.73965 2.09544 0.003
C 0.91658 5.75902 1.75340 0.001
C -0.44087 5.51856 1.66314 0.000
C -0.86504 4.22128 1.92756 0.001
H -2.99311 4.05595 1.71590 0.000
H -2.76158 1.62804 2.29649 0.000
H 2.08975 2.65999 2.59959 -0.024
H 2.87417 4.97709 2.16708 0.000
H 1.29135 6.75573 1.56344 0.000
H -1.13569 6.30548 1.40140 0.000

---

No. 2
7
Properties=species:S:1:pos:R:3:nbo_charge:R:1 method="wB97M-V/def2-TZVPD" de_lowest_kj_mol=32.73 charge=0
N -0.38118 0.10471 -0.36492 -1.228
P -0.28508 -0.43846 -1.89969 1.805
O 1.04247 -0.18228 -2.40243 -1.050
Br -0.76797 -2.58878 -2.09385 -0.174
Br -2.05041 0.76338 -2.54295 -0.215
H -1.19734 0.35934 0.18522 0.435
H 0.56661 0.27358 -0.07933 0.425

---

No. 3
86
Properties=species:S:1:pos:R:3:mulliken_spin:R:1 method="wB97M-V/def2-TZVPD" de_lowest_kj_mol=255.07 s2=3.7742 charge=+3 multiplicity=4
W 0.00533 -0.52851 -0.91553 1.701
O -3.02475 2.34769 -1.66076 0.011
C -1.98697 1.58827 -1.68290 0.014
O -1.54626 0.97544 -0.69773 -0.029
C -1.27455 1.42786 -2.95680 0.056
C -1.52946 2.02927 -4.16858 -0.001
C -0.63091 1.79103 -5.21085 0.020
C 0.48723 1.00182 -4.99374 -0.014
C 0.65698 0.43829 -3.73735 0.031
N -0.22058 0.62922 -2.76299 -0.024
C 1.82002 -0.38210 -3.26715 0.031
O 2.70910 -0.77296 -3.94622 0.032
O 1.71080 -0.57236 -1.93435 0.070
H -3.37920 2.46557 -0.76088 0.001
H -2.38601 2.67805 -4.29523 0.000
H -0.79877 2.24780 -6.17778 -0.001
H 1.23126 0.81906 -5.75887 0.001
C -3.25882 -1.92835 1.71575 0.024
C -2.31702 -1.67225 0.58820 0.325
N -1.07390 -1.13817 0.78717 0.108
N -0.68944 -0.91997 2.10214 -0.048
C 0.46388 -0.38980 2.43418 0.015
N 0.90792 -0.34728 3.66986 0.043
S 1.39727 0.36720 1.14792 -0.007
C -2.59339 -1.98019 -0.76421 0.028
C -3.75163 -2.64900 -1.20978 0.127
C -3.86781 -3.02262 -2.52379 0.034
C -2.82699 -2.74388 -3.42486 0.077
C -1.73331 -2.06420 -2.96673 0.036
N -1.60563 -1.66343 -1.67830 0.168
H -3.26633 -1.09825 2.42889 0.017
H -3.02807 -2.85493 2.25204 0.016
H -4.28091 -2.01225 1.35836 0.002
H -1.34897 -1.19565 2.82109 0.000
H 0.35954 -0.67459 4.45330 -0.001
H 1.75649 0.16415 3.87326 0.001
H -4.53451 -2.88980 -0.50632 0.013
H -4.75298 -3.54631 -2.86008 0.000
H -2.87310 -3.05690 -4.45762 0.004
H -0.90895 -1.82916 -3.62646 0.037
C 5.77490 -0.41601 1.95224 0.002
C 5.33693 0.83407 1.54147 -0.002
C 3.98334 1.06684 1.34059 0.005
C 3.09623 0.01424 1.53522 0.018
C 3.51821 -1.24941 1.94670 0.008
C 4.86841 -1.45194 2.16699 0.000
Ge 0.84875 3.16496 2.18933 0.009
C -0.83207 2.51521 3.01198 0.006
C -0.77873 2.37992 4.40720 0.000
C -1.85910 1.90076 5.13770 0.000
C -3.02737 1.53776 4.47730 0.000
C -3.11231 1.67097 3.09311 0.001
C -2.02782 2.15664 2.37768 0.000
C 0.22895 3.60065 0.34667 -0.006
C 1.08810 3.35721 -0.73233 0.030
C 0.83238 3.86421 -1.99884 -0.008
C -0.28628 4.66638 -2.20726 0.002
C -1.14353 4.93886 -1.15042 0.002
C -0.89468 4.39936 0.10881 -0.002
H 6.83053 -0.58945 2.11315 0.000
H 6.04505 1.63705 1.38935 0.000
H 3.62806 2.05058 1.06241 0.003
H 2.81418 -2.05886 2.10085 0.003
H 5.22239 -2.42069 2.49290 0.000
H 0.12223 2.67174 4.94122 0.001
H -1.80440 1.83674 6.21740 0.000
H -3.88001 1.18268 5.04245 0.000
H -4.04179 1.42933 2.58975 0.000
H -2.10539 2.26957 1.29921 -0.004
H 2.00881 2.79849 -0.58387 -0.011
H 1.53478 3.68713 -2.80571 0.001
H -0.46379 5.11341 -3.17787 0.000
H -1.99194 5.59576 -1.29959 0.000
H -1.56966 4.65262 0.92046 0.000
N 5.49429 -3.86999 0.03736 -0.001
C 4.35667 -3.92895 -0.10682 0.001
C 2.92522 -3.92204 -0.22103 -0.004
C 2.15518 -5.06576 -0.06062 0.007
C 0.77729 -4.92429 -0.10499 -0.001
C 0.22970 -3.67495 -0.30145 0.034
N 0.97017 -2.56249 -0.49499 -0.028
C 2.30422 -2.70474 -0.45958 0.038
H 2.62021 -6.02924 0.10148 0.000
H 0.12277 -5.77594 0.01615 0.000
H -0.84180 -3.55863 -0.31302 -0.021
H 2.90614 -1.82758 -0.62504 0.002

---

No. 4
21
Properties=species:S:1:pos:R:3:mulliken_spin:R:1 method="wB97M-V/def2-TZVPD" s2=15.7591 charge=+2 multiplicity=8
C 2.75434 0.02112 0.39089 0.000
C 1.72238 -0.73594 -0.44720 0.000
O 0.75885 -1.26650 0.46588 0.000
C -0.44600 -1.55028 -0.13077 0.000
P -1.67969 -0.11978 -0.10202 -0.002
O -3.21098 -0.46637 -0.46652 0.000
S -2.20865 -0.70763 1.98054 0.000
Cl -1.33766 0.46252 -2.14292 0.000
N -1.38338 1.54896 0.50618 0.000
C -0.34799 2.01424 -0.01970 -0.010
O 0.55106 2.53836 -0.48980 0.006
H 2.85592 -0.51343 1.32389 0.000
H 2.32068 0.98677 0.61688 0.000
H 3.68831 0.13418 -0.12996 0.000
H 1.28106 -0.01110 -1.12792 0.000
H 2.18674 -1.50270 -1.05366 0.000
H -0.90621 -2.34601 0.44254 0.000
H -0.36750 -1.92291 -1.15024 0.000
H -3.21335 -0.59677 -1.42538 0.000
H -1.51540 0.10226 2.81037 0.000
Eu -1.50254 3.93105 0.14893 7.005

---

No. 5
162
Properties=species:S:1:pos:R:3:mulliken_charge:R:1 method="wB97M-V/def2-TZVPD" charge=0
C -2.98965 0.06587 1.13319 -1.640
C -1.46642 -0.08498 1.05044 -0.487
C -1.09886 -0.92604 -0.16116 -0.244
F -1.97460 -0.72538 -1.20536 -0.326
P 0.68570 -0.89178 -0.80622 0.663
S 0.67884 -3.17675 -0.92267 -0.524
C 2.24947 -1.14341 0.17992 -0.560
C 2.58071 -0.20229 1.32729 -0.012
O 3.53417 0.52692 1.28229 -0.440
I 1.45323 -0.18592 3.16796 0.022
C 0.80582 1.01626 -0.93938 -1.257
I 2.69552 1.38696 -1.94414 0.086
C -0.34666 1.62472 -1.83864 0.118
C -1.33234 2.44680 -1.03292 -1.488
I 0.40652 3.03788 -3.31565 0.249
H -3.46135 -0.88825 1.32283 0.441
H -3.19225 0.69181 1.99384 0.373
H -3.41138 0.56932 0.27712 0.223
H -1.20987 -0.67983 1.90944 0.443
H -1.03081 0.90071 1.08243 0.384
H -1.27298 -1.94073 0.14888 1.008
H 0.82868 -0.92710 -2.20408 0.064
H -0.39276 -3.52960 -1.65026 0.127
H 2.17428 -2.13273 0.61916 0.305
H 3.12044 -1.17970 -0.44945 0.651
H 0.79422 1.57619 -0.01174 0.790
H -0.81875 0.87121 -2.44489 0.083
H -2.01982 1.84207 -0.46209 -0.150
H -0.76606 3.12895 -0.41184 0.504
H -1.92610 3.07131 -1.68015 0.613
C -4.57366 0.47901 -2.91901 -0.445
C -3.32178 0.46810 -3.51765 -0.276
C -3.00340 1.41454 -4.48214 -0.434
C -3.93584 2.37745 -4.84281 -0.519
C -5.18684 2.38978 -4.24263 -0.434
C -5.50731 1.43871 -3.28328 -0.472
H -4.82071 -0.26114 -2.16816 0.420
H -2.59553 -0.27585 -3.23544 0.553
H -2.02744 1.40396 -4.95171 0.514
H -3.68659 3.11835 -5.59123 0.401
H -5.91336 3.14138 -4.52278 0.386
H -6.48499 1.44635 -2.81895 0.382
C -5.06451 -0.58723 4.64564 -0.451
C -4.75527 -1.90049 4.32180 -0.459
C -5.76963 -2.80465 4.04400 -0.359
C -7.09447 -2.39326 4.08133 -0.298
C -7.40383 -1.07899 4.40252 -0.379
C -6.38903 -0.17613 4.68844 -0.625
H -4.27124 0.11643 4.86517 0.575
H -3.72090 -2.21998 4.28628 0.461
H -5.52628 -3.83057 3.79732 0.366
H -7.88641 -3.09714 3.86011 0.381
H -8.43686 -0.75811 4.43032 0.374
H -6.63033 0.84761 4.94320 0.406
C 2.56337 -6.90467 0.79316 -0.574
C 2.10816 -5.66018 1.20624 0.233
C 2.28767 -5.26103 2.52364 -0.344
C 2.92734 -6.10018 3.42536 -0.597
C 3.38435 -7.34278 3.00950 -0.257
C 3.19950 -7.74669 1.69466 -0.475
H 2.42199 -7.21825 -0.23312 0.389
H 1.61227 -4.99654 0.50587 -0.033
H 1.92728 -4.29194 2.84927 0.452
H 3.06909 -5.78462 4.45174 0.477
H 3.88499 -7.99777 3.71039 0.399
H 3.55212 -8.71801 1.37266 0.378
C 2.13523 5.20447 -5.71196 -0.160
C 3.27976 5.31088 -6.48962 -0.672
C 3.31289 6.19936 -7.55465 -0.209
C 2.20635 6.98739 -7.83529 -0.480
C 1.06343 6.88385 -7.05520 -0.093
C 1.02576 5.98865 -5.99529 -0.275
H 2.10742 4.50794 -4.88220 0.057
H 4.14581 4.70009 -6.26655 0.425
H 4.20253 6.27890 -8.16615 0.270
H 2.23603 7.68481 -8.66275 0.303
H 0.20104 7.50163 -7.27325 0.260
H 0.13273 5.90346 -5.38874 0.369
C 5.53444 11.00643 -4.97740 -0.417
C 5.94189 9.71445 -5.27919 -0.432
C 4.99836 8.71190 -5.45334 -0.376
C 3.64664 9.00166 -5.33413 0.064
C 3.23976 10.29395 -5.03514 -0.577
C 4.18323 11.29582 -4.85330 -0.375
H 6.27028 11.78787 -4.83880 0.361
H 6.99603 9.48906 -5.37816 0.374
H 5.31476 7.70231 -5.68311 0.400
H 2.91153 8.22075 -5.47378 0.264
H 2.18512 10.52068 -4.94338 0.384
H 3.86523 12.30276 -4.61557 0.363
C -1.06194 0.09211 9.45912 -0.384
C -2.26652 0.68656 9.80739 -0.338
C -3.42628 0.36189 9.11792 -0.483
C -3.38256 -0.56379 8.08522 -0.215
C -2.17851 -1.16057 7.73917 -0.413
C -1.01726 -0.83024 8.42334 -0.447
H -0.15739 0.34732 9.99544 0.361
H -2.30129 1.40392 10.61691 0.358
H -4.36466 0.82987 9.38573 0.371
H -4.28746 -0.82140 7.54940 0.420
H -2.14575 -1.88475 6.93481 0.386
H -0.07748 -1.29291 8.15077 0.394
C 7.04450 2.99624 -9.46293 -0.365
C 6.55930 4.22892 -9.05111 -0.501
C 6.79700 4.67070 -7.75752 -0.180
C 7.52675 3.88402 -6.87775 -0.502
C 8.01463 2.65266 -7.29092 -0.383
C 7.77047 2.20722 -8.58213 -0.413
H 6.85679 2.65006 -10.47081 0.363
H 5.99474 4.84529 -9.73906 0.355
H 6.41341 5.63037 -7.43353 0.536
H 7.71511 4.23105 -5.86992 0.372
H 8.58511 2.03944 -6.60570 0.370
H 8.14688 1.24462 -8.90263 0.361
C -2.32205 11.00703 -8.43459 -0.417
C -1.10977 10.33816 -8.34479 -0.369
C -0.64697 9.59406 -9.42046 -0.040
C -1.39126 9.52493 -10.58923 -0.547
C -2.60182 10.19653 -10.67996 -0.366
C -3.06904 10.93451 -9.60163 -0.398
H -2.68476 11.58531 -7.59488 0.366
H -0.52480 10.39649 -7.43553 0.450
H 0.29618 9.06779 -9.34803 0.253
H -1.02759 8.94755 -11.42914 0.367
H -3.18215 10.14428 -11.59183 0.364
H -4.01567 11.45427 -9.67115 0.354
C -6.21246 -8.44877 0.85218 -0.322
C -5.03103 -8.10100 0.21268 -0.422
C -4.48096 -6.84209 0.40623 -0.455
C -5.10862 -5.93349 1.24620 -0.361
C -6.28789 -6.28299 1.88829 -0.059
C -6.84246 -7.53884 1.68886 -0.547
H -6.64239 -9.42984 0.69860 0.358
H -4.53862 -8.81197 -0.43766 0.356
H -3.56259 -6.56914 -0.09710 0.393
H -4.67803 -4.95192 1.40058 0.453
H -6.77649 -5.57408 2.54485 0.255
H -7.76486 -7.80897 2.18618 0.360
C 0.67358 -9.96971 7.94291 -0.477
C 1.86995 -9.90773 7.24273 -0.589
C 2.01941 -9.00292 6.20182 -0.183
C 0.97612 -8.15118 5.86627 0.091
C -0.21927 -8.21106 6.56938 -0.555
C -0.37237 -9.12341 7.60456 -0.374
H 0.55754 -10.67745 8.75346 0.395
H 2.68715 -10.56497 7.50980 0.362
H 2.95087 -8.95953 5.65314 0.173
H 1.09446 -7.44125 5.05828 0.347
H -1.03282 -7.54642 6.30941 0.390
H -1.30675 -9.17297 8.14880 0.389
C 1.75528 -7.67601 10.69890 -0.481
C 2.44164 -7.34715 9.53897 0.154
C 3.69104 -6.74901 9.61909 -0.572
C 4.25818 -6.48768 10.85883 -0.353
C 3.57278 -6.81980 12.01857 -0.444
C 2.31951 -7.41069 11.93878 -0.386
H 0.77931 -8.13992 10.63512 0.368
H 2.00277 -7.55620 8.57329 0.280
H 4.22409 -6.48700 8.71390 0.383
H 5.23479 -6.02508 10.92087 0.359
H 4.01531 -6.61750 12.98534 0.356
H 1.78275 -7.66523 12.84364 0.360

---

No. 6
9
Properties=species:S:1:pos:R:3:nbo_charge:R:1 method="wB97M-V/def2-TZVPD" de_lowest_kj_mol=360.80 charge=0
C 0.22347 1.04590 0.02859 -0.755
O -1.73255 -2.97014 -2.39558 -0.982
F -1.78194 -3.57025 -0.16932 -0.594
P -2.64595 -2.61944 -1.15745 1.292
S -0.55302 -0.64440 0.07044 -0.160
H 0.27184 1.22410 -1.09911 0.242
H -0.31940 1.58414 0.75969 0.225
H 1.18406 0.88948 0.49512 0.231
H -0.88616 -2.83940 -2.09547 0.501

---

The records above give, respectively, E_tot values of -74843.4489, -152946.0912, -128751.6723, -63883.0557, -127239.9396, -25989.4090 eV.
The records above give, respectively, molecular weight values of 953.6, 222.8, 952.3, 369.6, 1449.2, 114.1 Da.